ORCA calculation (the ωB97M-V functional and the def2-TZVPD basis) on a molecular structure, C49H48Cl4CrN8O4 in a non-equilibrium geometry.

Geometry (Å):
1 Cr 0.81713 0.50020 -0.17232
2 C -2.54994 -0.44405 -1.61115
3 N -2.50135 -1.67951 -0.88073
4 C -3.72109 -1.95892 -0.14955
5 C -1.32707 -2.20890 -0.40096
6 N -0.26200 -1.51174 -0.15538
7 C 0.88353 -2.20092 0.30129
8 C 1.01539 -2.48897 1.64874
9 C 2.02280 -3.34074 2.10033
10 C 2.82930 -3.98089 1.20045
11 C 2.78817 -3.63553 -0.16477
12 C 3.66959 -4.23707 -1.08335
13 C 3.73202 -3.78022 -2.37222
14 C 3.00333 -2.65609 -2.75189
15 C 2.11264 -2.02329 -1.88347
16 N 1.69459 -0.73374 -2.15011
17 C 1.68557 -0.24500 -3.36983
18 N 2.38078 0.89989 -3.65858
19 C 3.42109 1.32425 -2.74312
20 C 1.86696 2.00865 -4.43452
21 N 1.09562 -0.91170 -4.41328
22 C 0.06492 -1.89744 -4.19798
23 C 1.42418 -0.67284 -5.79353
24 C 1.88977 -2.62573 -0.60802
25 N -1.43182 -3.59391 -0.33907
26 C -0.84147 -4.48925 0.62891
27 C -2.15954 -4.25176 -1.40130
28 H -3.29192 -0.55168 -2.40768
29 H -2.83136 0.40356 -0.98245
30 H -1.56846 -0.26497 -2.03860
31 H -4.54429 -2.09909 -0.85485
32 H -3.94752 -1.11503 0.51143
33 H -3.61821 -2.85353 0.46029
34 H 0.32961 -2.05433 2.36348
35 H 2.13072 -3.52434 3.15876
36 H 3.56367 -4.70405 1.52310
37 H 4.30906 -5.03751 -0.74044
38 H 4.40814 -4.23756 -3.08544
39 H 3.19271 -2.21716 -3.72135
40 H 3.73375 0.48445 -2.12752
41 H 3.07608 2.13386 -2.09619
42 H 4.26993 1.68699 -3.33128
43 H 1.02588 1.71444 -5.05013
44 H 2.66350 2.40807 -5.06912
45 H 1.52697 2.80484 -3.76302
46 H -0.88918 -1.53350 -4.59285
47 H -0.05118 -2.09814 -3.13628
48 H 0.32425 -2.83324 -4.70520
49 H 2.38319 -0.16442 -5.86319
50 H 0.65693 -0.08154 -6.30418
51 H 1.51021 -1.64011 -6.29787
52 H -0.78613 -4.02103 1.60869
53 H 0.16358 -4.81284 0.33945
54 H -1.48313 -5.37074 0.70701
55 H -3.14353 -4.61946 -1.08384
56 H -1.57590 -5.10076 -1.76080
57 H -2.30366 -3.55889 -2.22776
58 O -2.37161 0.44521 1.41516
59 C -1.95126 0.61652 2.75862
60 C -0.36666 0.49791 2.82173
61 O 0.15983 0.26290 3.89825
62 O 0.20574 0.69480 1.71759
63 C -2.37069 1.98582 3.26767
64 C -3.55293 2.53257 2.78284
65 C -3.98003 3.77581 3.20382
66 C -3.21703 4.49873 4.10482
67 C -2.03942 3.96289 4.59672
68 C -1.61741 2.71181 4.18342
69 C -2.51727 -0.50829 3.58809
70 C -3.07630 -0.30994 4.84255
71 C -3.58154 -1.37761 5.56055
72 C -3.54157 -2.65808 5.03865
73 C -2.95936 -2.87009 3.79834
74 C -2.46046 -1.80088 3.07942
75 H -1.63473 0.74228 0.85415
76 H -4.13041 1.96934 2.06666
77 H -4.91211 4.18605 2.83677
78 H -3.54079 5.47926 4.42594
79 H -1.44782 4.52224 5.31016
80 H -0.70109 2.29751 4.57360
81 H -3.13488 0.68642 5.24828
82 H -4.02629 -1.19933 6.52987
83 H -3.96672 -3.48206 5.59476
84 H -2.90266 -3.86855 3.38143
85 H -2.03798 -1.94968 2.09745
86 Cl 4.87993 -1.40161 2.09446
87 C 4.47911 0.26121 1.84843
88 C 5.30742 1.23835 2.36930
89 C 5.01631 2.57357 2.15554
90 Cl 6.07918 3.76698 2.83784
91 C 3.91984 2.98404 1.38072
92 C 3.58968 4.31741 1.05509
93 C 2.54403 4.53940 0.17583
94 C 1.82719 3.47006 -0.34063
95 N 2.05466 2.19722 0.01468
96 C 3.09337 1.96151 0.84960
97 C 3.32217 0.57831 1.10932
98 O 2.49187 -0.26228 0.62811
99 H 6.18120 0.95535 2.93986
100 H 4.17659 5.12439 1.46788
101 H 2.27933 5.54301 -0.13036
102 H 1.05540 3.62868 -1.08194
103 Cl -0.88450 3.33129 0.91602
104 C -1.53308 3.37288 -0.69247
105 C -2.40293 4.36651 -1.05536
106 C -2.87614 4.45196 -2.36351
107 C -2.45256 3.50855 -3.28935
108 C -1.61359 2.49263 -2.90596
109 Cl -1.24173 1.27943 -4.08392
110 C -1.08262 2.32886 -1.58504
111 N -0.32305 1.36059 -1.18595
112 H -2.70623 5.08869 -0.31313
113 H -3.55953 5.23444 -2.65173
114 H -2.78465 3.55798 -4.31742

The orbital gap (alpha / beta) is 5.8264 / 6.2894 eV. As for the charge: -1. The value obtained for the LUMO energy (alpha / beta) is 2.3 / 2.1 eV. The spin multiplicity is 4. As for the expectation value of S²: 3.7882.



ORCA calculation (the ωB97M-V functional and the def2-TZVPD basis) on a molecular structure, C49H48N6O2P2ReS2 in a non-equilibrium geometry.

Geometry (Å):
1 Re 0.27078 0.15292 0.23882
2 N 0.36209 -2.28602 -3.44177
3 C 0.28378 -1.78100 -2.19457
4 S 0.04548 -0.02752 -2.09464
5 N 0.37596 -2.56901 -1.19072
6 N 0.27874 -1.93506 0.05482
7 C 0.25097 -2.79814 1.02302
8 C 0.07720 -2.53889 2.40685
9 C -0.01407 -3.65043 3.27250
10 C -0.24329 -3.48562 4.60987
11 C -0.39478 -2.18300 5.11788
12 C -0.30083 -1.08849 4.29324
13 C -0.04816 -1.25240 2.93114
14 O 0.06908 -0.15462 2.18070
15 H 0.33320 -1.68133 -4.24147
16 H 0.58560 -3.25901 -3.56984
17 H 0.33185 -3.83379 0.70638
18 H 0.09303 -4.64564 2.85202
19 H -0.32095 -4.34256 5.26452
20 H -0.58570 -2.03881 6.17513
21 H -0.42225 -0.07742 4.66840
22 O 1.57203 2.54749 -1.63397
23 S 0.91186 2.40643 -0.32602
24 C -0.41849 3.54190 -0.22111
25 C -0.21973 4.83319 -0.71062
26 C -1.23955 5.75002 -0.56659
27 C -2.43326 5.37199 0.05103
28 C -2.63492 4.06661 0.46489
29 C -1.62602 3.11409 0.31308
30 P -1.92891 1.34056 0.72876
31 C -3.52882 1.13283 -0.10591
32 C -3.52592 0.84741 -1.47118
33 C -4.71665 0.80515 -2.17760
34 C -5.92085 1.06341 -1.53012
35 C -5.92578 1.36354 -0.17646
36 C -4.73364 1.40020 0.53838
37 C -2.21316 1.43562 2.51791
38 C -3.10352 0.56574 3.14281
39 C -3.29192 0.62990 4.51888
40 C -2.59786 1.56517 5.27310
41 C -1.68653 2.41744 4.65589
42 C -1.48269 2.34410 3.28477
43 C 2.10449 2.90958 0.89586
44 C 2.28408 4.24308 1.24500
45 C 3.35032 4.58064 2.06184
46 C 4.21497 3.59621 2.52331
47 C 4.01441 2.26756 2.18158
48 C 2.95896 1.90382 1.35148
49 P 2.67342 0.16575 0.85855
50 C 3.94918 -0.27523 -0.33096
51 C 3.59934 -0.85124 -1.54714
52 C 4.58535 -1.21195 -2.45714
53 C 5.91944 -0.98814 -2.15444
54 C 6.27352 -0.40902 -0.93804
55 C 5.29532 -0.05781 -0.02545
56 C 3.08032 -0.76295 2.35410
57 C 2.79460 -0.27280 3.63014
58 C 3.15647 -1.01096 4.74685
59 C 3.78406 -2.24517 4.59649
60 C 4.02782 -2.75406 3.32858
61 C 3.67528 -2.01640 2.20695
62 H 0.70604 5.09155 -1.21386
63 H -1.11114 6.76025 -0.93495
64 H -3.22671 6.09949 0.17681
65 H -3.58938 3.78311 0.89078
66 H -2.58912 0.66919 -1.98544
67 H -4.70791 0.57859 -3.23855
68 H -6.85127 1.04393 -2.08529
69 H -6.85892 1.58417 0.32818
70 H -4.75965 1.64604 1.58992
71 H -3.65380 -0.16208 2.55445
72 H -3.98155 -0.05591 4.99864
73 H -2.76813 1.63573 6.34115
74 H -1.14243 3.15086 5.23994
75 H -0.76421 3.01102 2.82050
76 H 1.60918 5.00984 0.89238
77 H 3.50772 5.61652 2.33544
78 H 5.04715 3.86480 3.16353
79 H 4.67443 1.51223 2.58361
80 H 2.56238 -1.01928 -1.78544
81 H 4.31017 -1.66902 -3.40020
82 H 6.69013 -1.26798 -2.86297
83 H 7.31637 -0.23717 -0.70025
84 H 5.58840 0.37781 0.92205
85 H 2.28845 0.67776 3.75412
86 H 2.95761 -0.61878 5.73780
87 H 4.07802 -2.81284 5.47193
88 H 4.50491 -3.71998 3.21072
89 H 3.87895 -2.41065 1.21595
90 C -5.60783 -2.52230 1.33274
91 N -4.18470 -2.86942 1.28113
92 C -3.44860 -2.72828 2.53730
93 C -3.51139 -2.56234 0.09940
94 N -2.54575 -1.69793 0.09708
95 N -3.96894 -3.23295 -1.00695
96 C -3.40529 -2.93315 -2.30812
97 C -4.65580 -4.52227 -0.92459
98 H -5.76423 -1.48480 1.65972
99 H -6.13196 -3.18222 2.02415
100 H -6.05433 -2.63182 0.34644
101 H -4.16441 -2.66734 3.35687
102 H -2.80804 -1.84225 2.55382
103 H -2.81138 -3.59970 2.70973
104 H -2.10773 -1.62721 -0.81635
105 H -2.42732 -3.41417 -2.45277
106 H -3.29619 -1.85881 -2.44421
107 H -4.08249 -3.30035 -3.07774
108 H -4.86835 -4.76809 0.10837
109 H -4.02493 -5.31071 -1.34686
110 H -5.58989 -4.49601 -1.48874

The orbital gap (alpha / beta) is 7.6021 / 5.6338 eV. As for the charge: +2. As for the energy above the lowest of the compared OMol25 structures with the same formula, charge and spin: 0.0 kJ/mol. The value obtained for the LUMO energy (alpha / beta) is -5.0 / -7.0 eV. The spin multiplicity is 4. As for the expectation value of S²: 3.7751.



| no. | energy (eV) |
| --- | --- |
| 1 | -150217.957 |
| 2 | -106993.651 |